Record 1
A molecular structure, C28H30N4O2S2Ti. Source: the OMol25 dataset; level of theory: the ωB97M-V functional and the def2-TZVPD basis.

Properties
E_LUMO   0.08 eV
Frontier orbital gap   7.931 eV
E_tot   -84367.6032 eV
ΔE to the lowest compared entry with this formula, charge and spin   0.747 eV
Molar mass   566.6 g/mol

XYZ file:
```
67
Properties=species:S:1:pos:R:3:lowdin_charge:R:1
Ti -0.03 -0.49 -0.20 0.728
C 2.58 -1.47 -1.73 -0.075
N 1.43 -0.59 -2.06 -0.224
C 1.90 0.81 -2.23 -0.155
C 0.72 1.75 -2.20 -0.146
N 0.12 1.78 -0.84 -0.221
C -1.25 2.35 -0.92 -0.075
C 0.94 2.60 0.05 -0.277
C 0.92 3.99 -0.05 -0.030
C 1.69 4.78 0.78 -0.080
C 2.51 4.17 1.73 -0.085
C 2.55 2.80 1.82 -0.109
C 1.78 1.99 0.98 -0.593
S 1.89 0.25 1.13 0.744
C 0.81 -1.04 -3.31 -0.276
C 1.59 -1.27 -4.44 -0.035
C 1.00 -1.68 -5.63 -0.082
C -0.37 -1.85 -5.69 -0.086
C -1.15 -1.61 -4.57 -0.107
C -0.57 -1.20 -3.36 -0.568
S -1.60 -0.88 -1.99 0.748
H 3.37 -1.39 -2.48 0.087
H 2.23 -2.50 -1.69 0.103
H 2.98 -1.18 -0.76 0.038
H 2.44 0.91 -3.17 0.132
H 2.59 1.03 -1.41 0.107
H -0.04 1.42 -2.90 0.119
H 1.04 2.76 -2.48 0.135
H -1.26 3.29 -1.47 0.088
H -1.63 2.51 0.09 0.101
H -1.90 1.64 -1.44 0.036
H 0.29 4.47 -0.79 0.109
H 1.65 5.86 0.70 0.102
H 3.11 4.78 2.40 0.104
H 3.18 2.32 2.56 0.102
H 2.66 -1.13 -4.40 0.108
H 1.62 -1.86 -6.50 0.102
H -0.84 -2.17 -6.61 0.104
H -2.22 -1.74 -4.61 0.102
C 1.45 -3.37 2.03 -0.014
C 0.19 -3.05 1.30 -0.387
O 0.36 -2.15 0.29 -0.268
C -1.03 -3.53 1.55 0.013
C -2.19 -3.15 0.70 -0.362
C -2.45 -3.99 -0.51 -0.046
N -2.93 -2.14 0.91 0.087
N -2.76 -1.42 2.06 0.107
C -2.03 -0.39 2.05 -0.352
O -1.26 -0.02 1.01 -0.216
C -1.96 0.51 3.23 -0.134
C -2.81 0.30 4.31 -0.027
C -2.74 1.13 5.42 -0.082
C -1.83 2.17 5.46 -0.091
C -0.98 2.38 4.38 -0.072
C -1.04 1.55 3.27 -0.018
H 2.19 -3.78 1.34 0.089
H 1.26 -4.10 2.82 0.085
H 1.86 -2.46 2.47 0.068
H -1.16 -4.25 2.34 0.123
H -2.55 -5.04 -0.23 0.082
H -1.61 -3.90 -1.20 0.072
H -3.35 -3.65 -1.02 0.077
H -3.52 -0.52 4.27 0.109
H -3.41 0.96 6.26 0.101
H -1.78 2.82 6.32 0.100
H -0.26 3.19 4.40 0.102
H -0.37 1.71 2.44 0.081
```

Record 2
A molecular structure, C28H30N4O7P2RuSSb in a non-equilibrium geometry. Source: the OMol25 dataset; level of theory: the ωB97M-V functional and the def2-TZVPD basis.

Properties
E_LUMO (spin up / spin down)   -1.27 / -1.01 eV
2S+1   2
Frontier orbital gap (spin up / spin down)   6.629 / 6.877 eV
E_tot   -88352.6529 eV
ΔE to the lowest compared entry with this formula, charge and spin   1.482 eV
Molar mass   851.4 g/mol

XYZ file:
```
74
Properties=species:S:1:pos:R:3:mulliken_spin:R:1
Ru 0.19 -0.79 0.37 1.012
C -1.33 0.86 5.03 -0.002
C -1.06 2.22 4.39 0.003
N -1.61 2.29 3.06 -0.004
C -1.04 1.60 2.04 0.006
S 0.61 1.09 2.21 -0.042
N -1.77 1.39 0.97 -0.017
N -1.30 0.72 -0.06 -0.026
C -2.15 0.00 -0.79 0.009
C -3.60 -0.17 -0.44 -0.001
C -1.61 -0.67 -1.94 0.006
C -2.39 -1.27 -2.94 0.002
C -1.76 -1.92 -3.98 -0.003
C -0.37 -1.97 -4.01 0.007
C 0.34 -1.35 -3.00 0.001
N -0.25 -0.70 -2.01 0.054
H -0.80 0.78 5.98 0.000
H -0.97 0.07 4.37 0.001
H -2.39 0.72 5.20 0.000
H 0.02 2.40 4.31 -0.002
H -1.50 3.03 4.99 0.000
H -2.61 2.35 2.99 0.000
H -3.76 0.19 0.57 0.000
H -3.89 -1.22 -0.50 0.001
H -4.22 0.41 -1.14 0.001
H -3.47 -1.22 -2.89 0.000
H -2.35 -2.40 -4.75 0.000
H 0.15 -2.49 -4.80 0.001
H 1.42 -1.37 -2.98 0.003
O -2.77 -3.22 0.98 0.001
P -1.36 -2.89 1.70 0.001
O -1.09 -3.78 2.82 0.000
O -1.32 -1.39 1.84 0.016
O -0.38 -3.29 0.40 0.024
P 1.22 -3.08 0.64 -0.004
O 1.76 -4.54 0.92 0.000
O 1.47 -2.19 1.81 0.005
O 1.74 -2.54 -0.66 0.015
H -3.04 -4.08 1.28 0.000
H 1.24 -5.22 0.50 0.000
C 6.39 -0.68 -3.13 0.000
C 5.70 -1.73 -2.56 -0.001
C 4.57 -1.48 -1.79 0.001
C 4.13 -0.18 -1.61 -0.013
C 4.82 0.87 -2.19 0.001
C 5.95 0.62 -2.95 0.000
Sb 2.54 0.21 -0.20 -0.044
C 3.98 0.44 1.40 -0.013
C 4.73 1.61 1.51 0.002
C 5.72 1.70 2.46 -0.001
C 5.99 0.64 3.30 0.000
C 5.26 -0.53 3.18 -0.001
C 4.25 -0.63 2.24 0.001
C 2.11 2.23 -0.82 0.003
C 1.77 2.38 -2.16 -0.003
C 1.52 3.64 -2.68 0.000
C 1.58 4.75 -1.86 0.000
C 1.84 4.59 -0.51 0.001
C 2.10 3.33 0.02 -0.002
H 7.28 -0.87 -3.72 0.000
H 6.05 -2.74 -2.69 0.000
H 4.02 -2.29 -1.33 0.000
H 4.47 1.88 -2.04 -0.001
H 6.50 1.45 -3.39 0.000
H 4.53 2.45 0.85 0.000
H 6.29 2.62 2.55 0.000
H 6.76 0.73 4.05 0.000
H 5.49 -1.38 3.82 0.000
H 3.65 -1.53 2.19 0.001
H 1.71 1.50 -2.79 0.001
H 1.28 3.75 -3.73 0.000
H 1.41 5.73 -2.26 0.000
H 1.84 5.45 0.14 0.000
H 2.30 3.21 1.08 0.000
```

Record 3
A molecular structure, C28H31AgN3OTe. Source: the OMol25 dataset; level of theory: the ωB97M-V functional and the def2-TZVPD basis.

Properties
E_LUMO (spin up / spin down)   0.17 / -0.23 eV
2S+1   2
Frontier orbital gap (spin up / spin down)   7.220 / 6.888 eV
E_tot   -47347.5359 eV
Molar mass   661.0 g/mol

XYZ file:
```
65
Properties=species:S:1:pos:R:3:mulliken_spin:R:1
Ag -4.49 -0.04 -1.51 0.044
N -5.75 -0.19 1.39 0.001
C -5.59 0.43 2.58 0.002
C -5.12 1.70 2.31 -0.002
C -5.02 1.75 0.92 0.002
N -5.41 0.61 0.36 0.006
H -6.07 -1.13 1.21 0.000
H -5.82 -0.07 3.50 0.000
H -4.88 2.46 3.03 0.000
H -4.68 2.55 0.29 -0.003
C 4.24 2.60 4.14 0.000
C 3.06 2.29 3.26 0.000
C 2.61 3.20 2.31 0.002
C 1.53 2.91 1.48 -0.009
C 1.13 3.95 0.47 0.014
C 0.87 1.69 1.60 0.008
Te -0.72 1.24 0.24 0.051
N -2.29 0.65 -1.80 0.841
C -2.13 -0.22 -2.73 -0.079
O -3.15 -0.96 -3.03 0.124
C -0.84 -0.45 -3.43 -0.028
C 0.10 0.57 -3.52 0.010
C 1.31 0.35 -4.15 -0.002
C 1.60 -0.91 -4.68 -0.002
C 0.66 -1.92 -4.58 0.004
C -0.56 -1.69 -3.97 0.014
C 0.08 -0.66 -0.24 -0.038
C 1.39 -0.78 -0.71 0.028
C 2.31 0.39 -0.92 0.002
C 1.89 -2.04 -1.02 0.000
C 1.14 -3.19 -0.86 -0.001
C 1.69 -4.54 -1.21 0.000
C -0.16 -3.05 -0.39 -0.002
C -0.70 -1.81 -0.07 0.002
C -2.13 -1.79 0.41 0.012
C 1.28 0.78 2.59 -0.008
C 0.61 -0.54 2.83 0.007
C 2.37 1.10 3.39 0.003
H 4.68 3.57 3.89 0.000
H 5.01 1.84 4.05 0.000
H 3.94 2.64 5.19 0.000
H 3.12 4.15 2.20 0.000
H 1.72 4.86 0.60 0.001
H 0.08 4.23 0.56 0.000
H 1.26 3.59 -0.55 -0.003
H -0.13 1.54 -3.09 0.002
H 2.04 1.15 -4.22 0.000
H 2.55 -1.09 -5.16 0.000
H 0.88 -2.90 -4.99 0.000
H -1.31 -2.47 -3.90 0.003
H 1.78 1.29 -1.20 0.002
H 3.03 0.15 -1.70 0.000
H 2.87 0.61 0.00 0.000
H 2.90 -2.12 -1.40 0.000
H 2.71 -4.47 -1.59 0.000
H 1.09 -5.03 -1.97 0.000
H 1.71 -5.20 -0.34 0.000
H -0.77 -3.94 -0.25 0.000
H -2.40 -2.77 0.81 0.000
H -2.81 -1.57 -0.43 -0.003
H -2.29 -1.03 1.18 0.000
H -0.46 -0.50 2.64 -0.002
H 0.76 -0.84 3.87 0.000
H 1.02 -1.32 2.19 0.000
H 2.68 0.39 4.14 0.000
```